(1)
Below is a structure of composition C24H46Cl2CrN3O4Si, with properties calculated with the ωB97M-V functional and the def2-TZVPD basis.

The LUMO energy (alpha / beta) is 2.2 / 2.2 eV. For the HOMO-LUMO gap (alpha / beta), the calculation gives 3.51 / 5.78 eV. As for the total charge: -1. As for the spin multiplicity: 5. As for the calculated total energy: -3661.63904 hartree. As for the HOMO energy (alpha / beta): -1.320 / -3.601 eV. Its energy relative to the best compared isomer or geometry (same formula, charge and spin) is 82.3 kcal per mole. The expectation value of S² is 6.03.

Each line ends with the Löwdin spin population.
Element x y z (Å)
C 5.45143 3.62039 -0.39523  0.003
C 1.43626 9.89822 -2.84854  0.001
H 2.68467 2.68347 1.23119  0.001
H 5.89402 3.55455 0.59315  0.000
H 1.92834 -3.17596 1.78676  0.000
N 0.35269 -1.76757 1.71399  0.000
H 1.92588 10.84828 -2.66177  0.000
C 2.07735 8.92975 -3.62368  0.000
O -0.87349 -0.32788 0.40966  0.000
O -1.58517 1.65817 2.81551  0.000
H 0.78293 -1.14957 3.64458  0.000
Cl -2.58296 4.78760 -0.36234  0.001
H 0.74417 4.56944 1.62058  0.000
C 3.46013 3.45252 1.08403  0.002
O 0.04152 5.01918 -3.39802  0.120
H 1.46998 5.91759 0.33872  0.000
H 0.68994 7.22188 -0.62469  0.000
C 0.87585 -0.75877 2.62056  0.000
H 0.16986 1.69873 -3.92111  0.003
C 0.68249 6.13563 -0.40358  0.003
Cl 2.55355 4.30681 -5.06279  0.136
Cr 1.38581 3.92546 -3.29697  3.529
O 2.08771 3.74599 -1.44690  0.044
H -4.99310 2.62888 1.54395  0.000
H -2.28592 -0.25688 2.62829  0.000
H 5.90034 2.88221 -1.06419  0.001
H -0.26000 6.08348 -4.97049  0.003
C -2.42637 0.83871 2.46213  0.000
H 3.07674 9.12472 -4.01741  0.000
H 4.32415 3.26751 1.73688  0.000
C 0.30405 2.20879 -2.95435  0.002
C -0.22612 4.17122 1.34629  0.000
H -2.15262 8.37077 -4.18926  0.000
C 3.33100 3.44932 -1.39807  0.055
H -3.82867 5.02160 -3.44449  0.000
H -0.04801 3.32180 0.65659  0.000
C -2.71285 7.45639 -4.02984  0.001
H -4.34617 -0.78177 1.78708  0.000
H -3.46048 3.22641 2.28420  0.000
H -5.41476 0.50049 1.13936  0.000
H 3.94002 3.27136 -2.31750  0.010
C -4.38255 0.14636 1.20965  0.000
N 4.02605 3.38217 -0.26790  0.021
C -2.08205 6.29167 -3.82518  0.004
C -4.15815 7.63129 -4.24003  0.000
C -3.90473 2.53097 1.56327  0.000
H -4.00437 -0.07418 0.19771  0.000
H -4.77919 7.15238 -3.48471  0.000
H -2.24048 4.17053 -3.55953  0.001
H 0.91987 5.59006 -1.35760  0.003
H -0.74931 8.10396 0.43620  0.000
H -3.08045 4.80407 -4.99551  0.000
H -1.48563 8.28010 -2.22132  0.000
C -1.62657 7.44325 0.52947  0.000
H -2.10233 7.56506 1.52128  0.000
C 0.17161 7.45724 -3.39473  0.004
C -0.51317 6.21323 -3.91204  0.028
H 1.94558 -0.58911 2.41070  0.000
H 0.85868 1.59747 -2.23721  0.002
H 1.95929 6.92997 -4.46779  0.002
C 1.45760 7.71184 -3.88516  0.004
C -0.46515 8.43424 -2.60213  0.001
H 0.56555 -3.51774 2.87049  0.000
H 3.03486 4.45418 1.27877  0.001
H 0.31276 0.17266 2.52791  0.000
H -4.48024 7.26297 -5.21657  0.000
H 5.64982 4.61506 -0.81951  0.001
C -2.84007 5.00607 -3.93365  0.002
C 0.83580 -3.12462 1.88214  0.000
C -0.43584 -1.44655 0.64639  0.000
H -2.35749 7.72283 -0.27977  0.000
N -3.60428 1.15255 1.88335  0.000
C 0.16604 9.65532 -2.33477  0.000
H -0.66405 2.52392 -2.55384  0.007
H -0.64741 -2.34073 0.00318  0.000
H 0.36817 -3.75005 1.11261  0.000
H -0.34853 10.39341 -1.71504  0.000
Si -0.99245 5.66275 0.52609  0.001
H -3.51426 2.77389 0.56845  0.000
H -4.40564 8.68486 -4.22166  0.000
H -0.78494 3.78725 2.19740  0.000

=====

(2)
Below is a cluster of 8 separate species, C24H46FNO15S3 in total, with properties calculated with the ωB97M-V functional and the def2-TZVPD basis.

The LUMO energy is 0.2 eV. For the HOMO-LUMO gap, the calculation gives 8.88 eV. As for the spin multiplicity: 1. As for the calculated total energy: -3419.40714 hartree. As for the HOMO energy: -8.688 eV. Its energy relative to the best compared isomer or geometry (same formula, charge and spin) is 93.4 kcal per mole.

Each line ends with the Löwdin charge.
Element x y z (Å)
C -0.57717 -1.87077 -1.22042  -0.640
H 4.13983 -5.59977 -1.65142  0.169
H -5.69217 -1.20777 3.08558  0.057
H 2.95683 -0.80877 2.78758  0.135
C 4.07483 -0.80577 2.94658  -0.005
C 5.37383 -4.26977 -0.28042  -0.164
C -4.94117 -1.30377 1.10058  -0.181
H 0.57283 0.46523 1.86458  0.085
H 0.03483 3.95523 -0.18442  0.177
O -3.81817 -2.12877 4.42558  -0.266
H -1.35817 -3.33177 -4.09742  0.123
F 2.13783 2.17423 0.52858  -0.622
S 2.97083 -3.19077 -0.42142  0.621
H -4.29317 -3.09777 0.31758  -0.030
C 4.76183 -4.55877 -1.71442  -0.188
N 0.13283 0.52723 1.04158  0.378
H 4.33883 -0.75777 1.91958  0.079
C -3.49917 -3.02277 1.99158  -0.194
H -5.10017 3.51923 1.77658  0.150
H -0.62517 0.28623 -3.27242  0.161
H 1.06283 -1.61377 -3.49542  0.121
C 0.80083 4.24823 -1.13842  -0.100
C 3.60083 1.53223 3.68658  -0.033
H 3.40483 2.97423 -1.93842  0.088
O 2.68283 1.52723 4.82558  0.116
C -4.48217 2.04823 0.04258  -0.206
S -3.36517 2.31723 -1.27742  0.588
C 4.46483 0.23523 3.95058  -0.266
C 3.79083 -3.45177 -1.92342  -0.286
H -5.86817 3.91023 0.19258  0.100
H 4.32583 -3.55677 1.44558  0.080
H -4.80517 0.16223 2.92058  0.096
O -1.15717 -0.87577 -1.72742  0.089
H 4.84583 -2.24677 0.45358  0.080
O 0.24983 -2.42077 -2.05142  0.110
H -2.06117 -0.86377 -3.59542  0.179
C 1.18683 3.21623 -2.24842  -0.344
O 0.53183 3.65523 -3.34742  0.045
H -2.89717 4.49923 0.69258  0.182
H -5.45717 -3.33877 1.48558  0.123
C 4.52283 -3.25777 0.48858  -0.203
C -4.63917 -2.84677 1.04458  -0.163
H -0.74917 0.01823 1.06358  0.120
H -5.38817 1.29923 -0.11842  0.132
C 0.10583 -1.78277 -3.25242  -0.284
S -3.54317 -1.64077 3.15658  0.569
C -1.00917 -0.77877 -3.11442  -0.053
C -4.93317 3.57123 0.61258  -0.212
C -0.24317 4.75323 -3.11342  -0.573
H 3.04783 -3.67077 -2.62642  0.081
C -0.34317 -2.84577 -4.34242  0.017
O 2.33683 0.35123 6.62658  0.143
H 4.29083 2.45723 3.70158  0.152
H -4.34117 4.17023 -2.23642  0.147
H 0.99483 2.22323 -1.88142  0.115
H 3.19683 2.72723 -3.46642  0.037
H -3.53317 -3.99777 2.45358  0.105
C -3.97917 4.49223 0.05758  -0.301
H -2.41517 -2.84577 1.62458  0.119
H -0.49517 -2.39677 -5.25442  0.058
H 1.68883 4.87223 -0.80242  0.147
O 2.39983 -1.88077 -0.15842  -0.311
H 0.10083 -3.73777 -4.27642  0.028
O -2.49017 -0.81177 2.83258  -0.284
H 4.52883 -1.52277 3.14458  -0.045
H 5.26883 -5.06977 0.19258  0.023
C 2.93883 0.58123 5.61658  -0.664
H 4.29983 -2.42677 -2.10842  0.160
C -3.60717 4.08223 -1.34442  -0.252
H 5.51683 0.42223 3.97458  0.144
O 2.19583 -4.29177 -0.07542  -0.255
H -2.79817 4.60523 -1.84442  0.092
H -0.04817 1.45623 0.94358  0.072
O -0.63517 -2.22377 -0.03442  0.095
H 6.38683 -3.86577 -0.43942  0.131
H -6.01917 -1.10877 0.51258  0.168
H 5.59983 -4.65577 -2.42842  0.116
H 3.23183 1.52723 2.65858  0.089
H -4.44717 5.60223 0.05958  0.167
H 0.63683 0.06923 0.36158  0.077
H -3.80817 1.45423 0.75658  0.093
O -3.84817 1.65623 -2.52342  -0.347
H -4.11817 -0.83977 0.44858  0.117
O 3.98283 -0.17077 5.22458  0.090
C -4.94117 -0.81877 2.56358  -0.229
O -2.09017 2.01623 -0.87342  -0.296
O -0.90217 5.26623 -4.00242  0.123
O 0.06283 5.11923 -1.92142  0.043
H 2.89583 4.44523 -3.01942  0.121
C 2.68883 3.31923 -2.75742  -0.024

=====

calculated total energy of number 2 (C24H46FNO15S3)?
-3419.40714 hartree